Record 1
Molecular formula: C28H44CrN8O7S2Sb
Method: DFT, the ωB97M-V functional and the def2-TZVPD basis

Atoms and positions in Å:
Cr1 0.597 -1.170 -0.842
C1 1.754 -2.789 4.743
C2 0.655 -1.763 4.489
N1 1.118 -0.556 3.817
C3 1.678 0.517 4.642
C4 3.203 0.515 4.695
C5 1.130 -0.423 2.463
S1 0.622 -1.817 1.511
N2 1.606 0.711 2.003
C6 1.613 1.261 0.816
O1 0.552 0.870 -0.149
C7 2.563 2.171 0.283
C8 2.536 2.598 -1.060
C9 3.513 3.450 -1.541
C10 4.536 3.901 -0.715
C11 4.569 3.489 0.615
C12 3.604 2.638 1.114
H1 1.332 -3.680 5.213
H2 2.526 -2.393 5.404
H3 2.217 -3.086 3.802
H4 0.207 -1.451 5.434
H5 -0.134 -2.211 3.890
H6 1.268 0.395 5.645
H7 1.325 1.470 4.253
H8 3.584 -0.365 5.215
H9 3.560 1.402 5.222
H10 3.615 0.525 3.686
H11 1.762 2.253 -1.733
H12 3.475 3.766 -2.577
H13 5.297 4.568 -1.101
H14 5.360 3.836 1.269
H15 3.631 2.314 2.145
C13 4.649 -0.280 -1.970
C14 3.180 -0.536 -1.901
N3 2.624 -1.039 -0.845
O2 3.504 -1.369 0.180
C15 2.270 -0.243 -2.974
C16 2.679 0.355 -4.281
N4 1.002 -0.519 -2.689
O3 0.079 -0.281 -3.546
H16 4.979 0.211 -1.055
H17 4.892 0.346 -2.825
H18 5.198 -1.222 -2.052
H19 2.899 -1.686 0.879
H20 3.481 -0.214 -4.755
H21 3.029 1.385 -4.160
H22 1.812 0.364 -4.937
N5 -1.154 2.541 -0.684
C17 -0.343 1.759 -0.442
C18 -0.576 -5.205 -0.898
Sb1 0.789 -3.709 -1.576
C19 0.871 -4.233 -3.641
C20 2.611 -4.605 -0.925
H23 -0.184 -6.201 -1.107
H24 -1.535 -5.083 -1.403
H25 -0.727 -5.093 0.175
H26 1.087 -5.296 -3.751
H27 1.652 -3.648 -4.126
H28 -0.080 -4.004 -4.121
H29 2.660 -5.645 -1.247
H30 2.666 -4.557 0.162
H31 3.453 -4.051 -1.338
C21 -6.957 5.465 1.166
C22 -6.245 4.950 -0.064
S2 -6.090 2.408 0.460
O4 -5.364 3.852 0.259
O5 -5.713 1.879 1.773
C23 -4.966 1.564 -0.694
C24 -4.896 0.082 -0.347
N6 -3.677 -0.513 -0.891
C25 -2.504 -0.542 -0.234
N7 -1.541 -1.050 -1.007
C26 -2.120 -1.380 -2.198
C27 -3.437 -1.053 -2.142
N8 -4.394 -1.158 -3.191
O6 -5.464 -0.579 -3.057
O7 -4.060 -1.784 -4.178
C28 -2.387 -0.080 1.174
H32 -7.538 6.355 0.917
H33 -6.234 5.726 1.939
H34 -7.639 4.714 1.568
H35 -5.591 5.705 -0.492
H36 -6.952 4.637 -0.835
H37 -3.992 2.049 -0.581
H38 -5.332 1.727 -1.708
H39 -5.751 -0.461 -0.736
H40 -4.865 -0.038 0.732
H41 -1.556 -1.744 -3.038
H42 -2.776 0.931 1.288
H43 -1.348 -0.111 1.482
H44 -2.949 -0.742 1.837

Cartesian forces, eV/Å:
Cr -0.071 -0.126 0.307
C -0.005 0.010 -0.009
C 0.027 -0.026 -0.003
N 0.013 0.056 0.008
C 0.015 -0.056 -0.018
C -0.018 -0.008 -0.003
C 0.060 0.002 0.025
S -0.005 -0.041 -0.067
N -0.041 0.119 0.000
C 0.009 -0.061 -0.012
O -0.203 0.073 -0.089
C 0.040 0.020 -0.025
C 0.004 0.029 -0.009
C -0.015 -0.015 0.007
C 0.008 -0.001 0.021
C -0.009 -0.003 -0.011
C 0.009 -0.010 -0.008
H 0.008 0.020 -0.009
H -0.007 -0.008 -0.009
H -0.005 0.002 0.018
H -0.003 0.012 0.024
H -0.004 0.009 0.002
H -0.017 -0.010 -0.003
H -0.009 0.016 -0.025
H -0.003 0.010 -0.013
H -0.009 -0.026 -0.009
H -0.002 0.008 0.011
H 0.027 0.022 0.008
H -0.001 -0.002 0.013
H -0.007 -0.009 0.008
H -0.007 -0.003 -0.006
H 0.000 0.006 -0.016
C -0.009 0.013 -0.012
C -0.009 0.025 -0.026
N -0.018 -0.083 0.093
O -0.031 -0.019 0.026
C -0.111 -0.017 0.007
C -0.012 0.000 0.022
N 0.095 0.124 -0.316
O 0.109 -0.022 0.097
H -0.009 0.000 -0.016
H 0.003 -0.010 -0.001
H -0.001 0.008 0.015
H 0.039 0.041 -0.092
H 0.004 0.006 0.000
H -0.003 -0.015 -0.006
H 0.006 -0.003 -0.002
N -0.003 -0.157 -0.025
C 0.133 0.046 0.218
C 0.010 -0.008 -0.016
Sb 0.073 -0.091 0.023
C -0.004 0.002 0.000
C -0.039 0.002 -0.013
H -0.010 0.026 -0.008
H 0.016 0.009 0.011
H 0.009 0.003 -0.017
H -0.007 0.025 0.009
H -0.021 -0.001 0.018
H 0.023 0.001 0.019
H -0.011 0.012 -0.008
H -0.010 0.003 -0.009
H -0.015 0.010 0.004
C -0.017 0.007 0.006
C -0.052 0.048 0.163
S 0.208 0.015 -0.186
O -0.053 -0.036 -0.162
O -0.048 0.037 0.125
C -0.068 -0.042 0.049
C -0.003 0.027 -0.079
N -0.120 -0.057 -0.063
C 0.037 -0.038 -0.020
N 0.065 -0.031 0.016
C -0.072 0.054 -0.045
C 0.093 -0.024 0.125
N 0.009 0.200 -0.302
O 0.055 -0.133 0.059
O -0.077 -0.002 0.194
C 0.045 0.020 -0.036
H -0.001 -0.021 0.003
H -0.016 -0.001 -0.005
H 0.023 0.022 0.007
H 0.032 -0.003 -0.016
H -0.005 -0.013 -0.019
H -0.031 -0.015 0.060
H 0.029 0.017 0.026
H -0.014 -0.020 0.007
H 0.020 -0.004 0.009
H -0.008 0.004 0.005
H -0.017 0.025 0.009
H 0.012 0.011 -0.014
H 0.006 0.013 -0.018

Results
- expectation value of S² = 3.818
- strongest force on any atom (eV/A) = 0.36
- LUMO level (alpha / beta) (Ha) = -0.0153 / -0.0155
- multiplicity = 4
- HOMO (alpha / beta) (eV) = -6.141 / -6.854
- energy relative to the best compared isomer or geometry (same formula, charge and spin) (eV) = 3.692
- charge = 0

***

Record 2
Molecular formula: C44H38BrClF7LaN5O2P
Method: DFT, the ωB97M-V functional and the def2-TZVPD basis

Atoms and positions in Å:
La1 0.192 0.650 0.817
C1 -2.775 -2.006 -0.747
N1 -1.336 -2.024 -0.520
C2 -0.671 -2.375 -1.771
C3 0.829 -2.279 -1.719
C4 1.622 -3.312 -2.197
C5 2.999 -3.155 -2.222
C6 3.542 -1.977 -1.748
C7 2.680 -1.007 -1.266
N2 1.354 -1.142 -1.256
C8 -1.015 -2.971 0.539
C9 -1.586 -2.540 1.870
C10 -1.876 -3.494 2.834
C11 -2.425 -3.094 4.039
C12 -2.700 -1.751 4.235
C13 -2.380 -0.863 3.223
N3 -1.813 -1.235 2.071
C14 -3.263 -0.912 -1.666
C15 -4.473 -1.066 -2.338
C16 -4.964 -0.008 -3.080
C17 -4.238 1.174 -3.119
C18 -3.044 1.230 -2.421
N4 -2.548 0.204 -1.729
H1 -3.115 -2.980 -1.137
H2 -3.271 -1.859 0.212
H3 -0.954 -3.389 -2.096
H4 -1.024 -1.676 -2.532
H5 1.157 -4.227 -2.543
H6 3.634 -3.952 -2.589
H7 4.609 -1.801 -1.722
H8 3.067 -0.081 -0.855
H9 -1.397 -3.977 0.298
H10 0.069 -3.044 0.638
H11 -1.664 -4.537 2.633
H12 -2.641 -3.821 4.811
H13 -3.128 -1.384 5.157
H14 -2.552 0.197 3.351
H15 -5.016 -2.002 -2.269
H16 -5.903 -0.100 -3.613
H17 -4.586 2.038 -3.669
H18 -2.464 2.146 -2.398
Br1 4.417 2.560 3.013
C19 4.514 0.674 2.808
C20 5.732 0.066 3.082
C21 5.825 -1.299 2.880
C22 4.714 -1.986 2.420
C23 3.541 -1.278 2.207
N5 3.441 0.040 2.397
C24 2.326 -2.018 1.664
O1 2.462 -3.203 1.364
O2 1.265 -1.327 1.525
H19 6.568 0.656 3.429
H20 6.760 -1.816 3.066
H21 4.719 -3.047 2.219
F1 -4.764 5.100 -0.294
C25 -3.743 4.217 -0.102
C26 -4.023 2.981 0.446
C27 -2.971 2.088 0.617
C28 -1.633 2.367 0.282
C29 -1.437 3.651 -0.250
C30 -2.465 4.577 -0.460
H22 -5.044 2.730 0.714
H23 -3.230 1.106 1.020
H24 -0.436 3.974 -0.532
H25 -2.275 5.561 -0.876
F2 0.258 0.192 3.495
P1 0.117 1.712 4.112
F3 -1.177 1.891 3.126
F4 -0.027 3.214 4.611
F5 -0.835 1.158 5.275
F6 1.426 1.483 4.977
F7 1.025 2.212 2.819
C31 -0.013 0.914 -3.575
C32 -0.354 1.407 -4.841
C33 -0.921 2.697 -4.995
C34 -1.254 3.183 -6.243
C35 -1.035 2.413 -7.385
C36 -0.471 1.143 -7.258
C37 -0.139 0.645 -6.016
H26 -0.155 1.521 -2.688
H27 0.444 -0.059 -3.453
H28 -1.092 3.299 -4.108
H29 -1.684 4.173 -6.335
H30 -1.291 2.801 -8.363
H31 -0.294 0.542 -8.142
H32 0.302 -0.341 -5.920
Cl1 5.065 1.162 -0.306
C38 4.164 1.892 -1.623
C39 4.774 1.898 -2.871
C40 4.139 2.469 -3.961
C41 2.890 3.052 -3.759
C42 2.298 3.022 -2.512
C43 2.883 2.412 -1.377
C44 2.176 2.382 -0.105
H33 5.757 1.455 -2.973
H34 4.611 2.471 -4.936
H35 2.369 3.524 -4.585
H36 1.335 3.503 -2.372
H37 1.530 3.261 -0.030
H38 2.835 2.335 0.765

Cartesian forces, eV/Å:
La 0.542 -0.214 -0.111
C 0.017 0.023 -0.061
N 0.084 0.144 -0.109
C 0.009 0.036 0.122
C 0.025 0.056 0.025
C 0.026 -0.033 -0.071
C -0.005 0.004 0.034
C 0.014 -0.054 -0.001
C -0.113 0.167 0.088
N -0.108 0.229 0.040
C -0.019 0.067 0.025
C -0.029 0.142 -0.076
C -0.010 -0.065 0.040
C 0.011 -0.013 0.017
C -0.015 -0.010 0.013
C 0.099 -0.037 -0.033
N -0.005 -0.079 0.026
C 0.032 0.023 0.007
C -0.019 -0.009 -0.013
C 0.001 0.003 -0.001
C -0.010 -0.006 0.005
C 0.054 -0.058 -0.049
N -0.034 0.019 0.015
H -0.013 -0.035 -0.004
H -0.006 0.002 0.037
H -0.014 -0.054 0.005
H -0.020 0.010 -0.040
H 0.010 0.017 0.012
H -0.003 0.002 -0.002
H -0.017 0.009 -0.008
H -0.155 -0.215 -0.054
H -0.052 -0.030 0.008
H 0.061 -0.013 0.002
H -0.005 0.025 0.004
H -0.003 0.004 -0.008
H -0.001 -0.010 -0.030
H -0.003 -0.022 -0.022
H 0.012 0.016 0.002
H 0.017 0.006 0.005
H 0.004 -0.016 0.011
H 0.011 -0.036 0.022
Br -0.056 -0.006 0.162
C 0.006 -0.026 0.100
C 0.039 -0.033 0.006
C 0.006 0.017 -0.028
C 0.001 0.020 0.064
C 0.027 0.009 -0.097
N -0.015 0.033 -0.041
C -0.275 -0.023 -0.104
O -0.059 -0.074 0.047
O 0.494 -0.490 0.313
H 0.004 0.000 -0.013
H -0.027 0.023 0.007
H -0.003 0.009 0.008
F -0.032 0.031 -0.003
C 0.026 -0.035 -0.013
C -0.037 -0.073 -0.019
C -0.018 0.024 0.067
C -0.496 0.543 -0.216
C -0.032 -0.022 -0.067
C 0.057 -0.006 -0.011
H 0.040 0.021 -0.002
H 0.018 0.050 0.015
H -0.018 -0.003 0.020
H -0.019 -0.024 0.007
F 0.022 -0.005 0.027
P -0.035 0.112 0.113
F -0.113 0.011 -0.005
F -0.013 0.034 0.007
F 0.020 0.001 0.018
F 0.088 0.004 0.033
F 0.117 0.001 -0.106
C 0.074 0.054 0.048
C -0.003 0.000 0.000
C -0.036 0.047 0.021
C 0.008 -0.020 0.006
C 0.051 -0.024 0.045
C -0.038 0.013 0.020
C 0.008 0.002 -0.005
H -0.003 -0.107 -0.059
H 0.002 0.078 -0.030
H 0.028 -0.017 -0.053
H 0.001 -0.006 0.009
H -0.008 -0.005 0.009
H 0.001 0.004 0.001
H -0.003 0.016 -0.011
Cl 0.183 0.094 -0.041
C 0.067 -0.121 -0.149
C -0.018 0.012 0.011
C 0.021 -0.014 0.052
C -0.072 -0.042 0.066
C -0.057 0.076 -0.107
C -0.079 0.259 0.121
C -0.040 -0.292 -0.159
H 0.007 -0.006 0.019
H -0.011 0.004 0.037
H 0.003 -0.005 0.027
H -0.018 -0.048 -0.025
H -0.070 -0.039 0.119
H -0.085 -0.034 -0.133

Results
- expectation value of S² = 0.790
- strongest force on any atom (eV/A) = 0.77
- LUMO level (alpha / beta) (Ha) = 0.0796 / 0.0586
- multiplicity = 2
- HOMO (alpha / beta) (eV) = -4.263 / -4.273
- charge = -1

***

Record 3
Molecular formula: C19H36ClN3O6PPt
Method: DFT, the ωB97M-V functional and the def2-TZVPD basis

Atoms and positions in Å:
Pt1 0.641 -0.766 0.160
N1 2.546 0.347 -0.950
C1 3.511 -0.778 -1.068
C2 3.877 -1.125 0.357
N2 2.685 -1.263 1.212
C3 2.502 -2.577 1.785
C4 1.689 -3.547 0.941
N3 0.282 -3.047 0.780
H1 2.288 0.725 -1.818
H2 2.963 1.074 -0.375
H3 4.367 -0.464 -1.706
H4 2.983 -1.626 -1.476
H5 4.462 -0.244 0.653
H6 4.504 -2.016 0.422
H7 2.690 -0.547 1.934
H8 2.027 -2.507 2.763
H9 3.504 -2.981 1.938
H10 1.635 -4.525 1.423
H11 2.111 -3.630 -0.042
H12 -0.245 -3.265 1.598
H13 -0.201 -3.419 -0.006
C5 -4.468 0.364 -4.547
C6 -3.252 1.272 -4.495
C7 -3.182 2.624 -4.857
C8 -1.932 3.338 -4.892
Cl1 -1.906 4.990 -5.426
C9 -0.782 2.700 -4.519
C10 -0.836 1.360 -4.193
C11 -2.027 0.631 -4.224
O1 -2.133 -0.708 -3.893
C12 -1.004 -1.470 -3.623
C13 -0.364 -1.199 -2.281
O2 0.783 -1.676 -1.973
O3 -0.980 -0.484 -1.462
H14 -5.362 0.886 -4.858
H15 -4.694 -0.060 -3.576
H16 -4.342 -0.472 -5.201
H17 -4.117 3.107 -5.038
H18 0.127 3.258 -4.569
H19 0.076 0.803 -3.930
H20 -0.237 -1.488 -4.353
H21 -1.271 -2.527 -3.578
C14 -1.425 2.704 0.435
C15 -2.053 1.600 1.299
O4 -1.088 1.222 2.357
P1 0.118 0.225 2.165
O5 -0.170 -0.835 3.320
C16 -1.477 -1.375 3.567
C17 -1.956 -0.835 4.918
O6 1.415 0.918 2.772
C18 1.518 1.453 4.186
C19 3.006 1.659 4.439
H22 -2.125 2.996 -0.423
H23 -0.479 2.412 -0.043
H24 -1.230 3.516 1.069
H25 -2.281 0.678 0.732
H26 -2.936 1.906 1.790
H27 -1.425 -2.455 3.487
H28 -2.190 -1.087 2.738
H29 -1.166 -1.048 5.671
H30 -2.893 -1.280 5.260
H31 -2.072 0.248 4.776
H32 0.985 0.746 4.827
H33 0.936 2.413 4.186
H34 3.512 0.714 4.336
H35 3.216 2.068 5.418
H36 3.341 2.370 3.681

Cartesian forces, eV/Å:
Pt 0.497 0.166 0.229
N 0.265 -0.639 1.427
C -0.594 0.439 -0.243
C 0.648 0.879 -0.209
N -0.204 0.360 -0.404
C 0.359 -0.851 0.634
C -1.132 0.345 0.096
N 1.270 0.997 0.209
H -0.350 0.544 -1.367
H -0.153 0.132 -0.219
H -0.316 -0.574 0.571
H -0.073 -0.061 -0.671
H 0.066 -0.369 0.703
H 0.007 0.108 -0.048
H 0.057 -0.193 -0.049
H -0.019 0.254 0.064
H -0.094 -0.482 0.228
H 0.423 -0.001 -0.085
H 0.216 -0.210 -0.541
H -0.449 0.027 0.578
H -0.169 -0.529 -0.760
C -0.278 1.127 0.519
C 0.847 -0.362 -0.738
C 1.067 -0.330 0.549
C -2.267 -0.852 0.070
Cl -0.032 -0.129 0.133
C -0.221 0.174 -0.409
C 0.270 -1.745 0.326
C 0.335 0.486 0.634
O -0.066 0.260 -0.384
C 0.167 -0.620 0.982
C 0.484 0.444 0.458
O -0.748 -0.212 -0.350
O -0.280 0.067 0.408
H -0.158 0.340 -0.167
H 0.123 -0.045 0.336
H 0.371 -0.406 -0.524
H -0.277 0.533 -0.389
H 0.572 0.029 0.141
H -0.303 0.507 -0.161
H 0.788 0.593 -1.131
H -0.590 -0.024 0.005
C -1.308 -1.214 -1.650
C 1.864 -0.889 -1.376
O -0.587 0.549 -0.122
P -0.040 0.012 -0.340
O 0.134 -0.546 0.244
C -1.306 0.548 -0.633
C 0.741 -0.202 -0.299
O 0.134 0.362 0.768
C -0.814 0.624 -0.878
C -1.018 0.176 -0.559
H 0.844 -0.303 1.334
H -0.287 -0.270 0.225
H 0.181 1.432 0.688
H 0.150 0.503 0.056
H -0.754 0.456 0.696
H 0.254 -0.269 0.403
H 0.698 -0.027 0.808
H -0.556 0.253 -0.372
H 0.083 0.050 -0.191
H -0.035 -0.261 0.389
H 0.405 0.020 0.019
H 0.639 -0.824 0.019
H 0.365 -0.290 -0.048
H -0.135 0.074 0.234
H 0.287 -0.141 0.135

Results
- expectation value of S² = 2.006
- strongest force on any atom (eV/A) = 2.48
- LUMO level (alpha / beta) (Ha) = -0.0774 / -0.1266
- multiplicity = 3
- HOMO (alpha / beta) (eV) = -10.221 / -10.221
- energy relative to the best compared isomer or geometry (same formula, charge and spin) (eV) = 0.000
- charge = +1

***

Q: Which value of multiplicity does entry 2 give?
A: 2